1.
C35H28N9O7SSiV as an isolated structure, computed with ωB97M-V/def2-TZVPD.

Total energy: -4001.7319 hartree
HOMO (alpha / beta): -7.5 / -7.5 eV
Net charge: 0
Expectation value of S²: 2.036
ΔE to the lowest compared entry with this formula, charge and spin: 0.0 kcal/mol
Spin multiplicity: 3

Each line ends with the Löwdin spin population.
Element x y z (Å)
V  0.371  0.322  0.138  1.82
S  7.581  1.651  -4.913  0.00
Si  2.335  0.363  1.703  -0.03
O  8.060  1.413  -3.552  0.00
O  8.582  1.536  -5.943  0.00
O  0.500  2.224  0.114  0.00
O  -0.332  -1.282  0.620  0.01
O  6.696  2.796  -5.029  0.00
O  -1.923  -2.451  1.733  0.02
O  -0.215  4.208  0.826  0.03
N  6.871  -0.888  -5.770  0.00
N  5.325  0.316  -4.435  0.00
N  -0.959  0.876  1.472  -0.01
N  -1.422  -1.957  -4.398  0.00
N  -1.755  -1.259  -3.244  0.00
N  -2.823  -1.545  -2.541  0.00
N  -0.978  -0.346  -2.766  0.00
N  1.624  0.040  -1.374  -0.01
N  -1.560  0.042  -1.630  0.00
C  -0.242  2.923  0.830  0.05
C  2.752  -1.553  -2.752  0.00
C  3.405  -0.531  -3.424  0.01
C  3.706  -3.594  3.792  0.00
C  4.559  -0.751  -4.351  0.00
C  2.236  -2.491  2.236  0.00
C  6.485  0.222  -5.113  0.00
C  6.057  -1.936  -5.695  0.00
C  4.288  -2.367  4.097  0.00
C  -2.169  2.600  2.542  0.00
C  1.242  3.733  3.989  0.00
C  -1.342  -1.443  1.481  0.01
C  3.845  -1.212  3.469  0.00
C  1.921  -1.233  -1.706  0.01
C  -2.927  1.624  3.176  0.04
C  1.166  0.967  4.202  0.00
C  3.798  0.893  0.652  0.00
C  3.072  0.782  -3.112  0.00
C  4.875  -1.941  -4.968  0.00
C  2.814  -1.249  2.523  -0.01
C  1.832  2.930  3.010  0.00
C  -2.708  0.267  2.920  0.00
C  4.502  -0.119  -0.017  0.00
C  0.571  1.761  5.177  0.00
C  4.998  2.510  -0.732  0.00
C  2.678  -3.655  2.864  0.00
C  0.602  3.150  5.071  0.00
C  -2.670  -0.708  -1.523  0.00
C  5.406  0.173  -1.037  0.00
C  -1.711  -0.072  2.048  0.03
C  -1.178  2.177  1.686  0.03
C  4.086  2.216  0.280  0.00
C  1.808  1.529  3.089  0.00
C  2.170  1.029  -2.115  0.01
C  5.647  1.488  -1.418  0.00
H  1.495  -2.010  -1.085  0.00
H  4.057  -4.498  4.278  0.00
H  -0.905  -1.334  -5.004  0.00
H  1.289  4.814  3.904  0.00
H  1.928  2.039  -1.830  0.00
H  5.191  3.542  -1.007  0.00
H  5.088  -2.313  4.826  0.00
H  0.094  1.295  6.032  0.00
H  6.373  -2.827  -6.231  0.00
H  3.576  3.043  0.761  0.00
H  4.251  -2.828  -4.907  0.00
H  0.141  3.769  5.834  0.00
H  5.922  -0.634  -1.550  0.00
H  1.425  -2.561  1.524  0.00
H  -2.339  3.657  2.703  0.00
H  2.337  3.416  2.185  0.00
H  -3.712  1.917  3.861  0.00
H  -2.282  -2.287  -4.811  0.00
H  6.309  1.705  -2.256  0.00
H  -3.379  -0.640  -0.711  0.00
H  -3.301  -0.509  3.388  0.00
H  4.314  -0.262  3.716  0.00
H  4.318  -1.161  0.242  0.00
H  1.137  -0.115  4.310  0.00
H  3.583  1.592  -3.618  0.00
H  2.986  -2.593  -2.938  0.00
H  2.213  -4.606  2.629  0.00
H  0.481  4.510  0.217  0.00

2.
C35H29AsN6OOsS as an isolated structure, computed with ωB97M-V/def2-TZVPD.

Total energy: -4478.9971 hartree
HOMO (alpha / beta): -12.4 / -13.4 eV
Net charge: +2
Expectation value of S²: 6.029
ΔE to the lowest compared entry with this formula, charge and spin: 71.6 kcal/mol
Spin multiplicity: 5

Each line ends with the Löwdin spin population.
Element x y z (Å)
Os  0.292  -0.365  0.439  1.29
As  0.250  -0.346  2.865  0.03
S  2.451  -1.106  0.792  0.19
O  -1.160  -3.999  -1.202  0.12
N  0.913  0.307  -1.635  0.02
N  0.875  1.598  0.705  0.08
N  -1.547  0.378  -0.359  0.00
N  -0.396  -2.125  0.036  0.14
N  2.570  2.968  0.401  0.09
N  -2.774  0.659  -2.164  0.01
C  2.449  3.976  4.155  0.08
C  -2.893  0.361  0.031  0.00
C  -0.053  3.305  2.470  0.06
C  0.942  4.417  4.440  0.08
C  1.039  2.296  1.971  0.07
C  2.248  4.305  2.626  0.06
C  0.722  4.572  2.912  0.05
C  1.864  1.454  -1.506  0.01
C  0.041  3.333  4.894  0.62
C  2.797  2.555  4.511  0.02
C  1.764  2.045  -0.139  0.08
C  -3.475  0.224  1.286  0.00
C  -0.302  2.464  3.747  0.08
C  2.258  3.113  1.755  0.49
C  -0.779  -3.079  -0.600  0.08
C  -1.536  0.548  -1.664  0.01
C  3.634  -2.685  2.688  0.02
C  0.890  1.471  3.301  0.09
C  -0.283  0.580  -2.480  0.00
C  2.718  -3.064  4.890  0.02
C  2.569  -1.840  2.398  0.01
C  -5.634  0.428  0.191  0.00
C  2.121  1.457  4.166  0.02
C  3.701  -3.291  3.936  0.00
C  -5.063  0.580  -1.055  0.00
C  -4.852  0.257  1.346  0.00
C  -3.676  0.544  -1.104  0.00
C  -3.227  -1.793  5.609  0.00
C  -1.398  -0.275  5.240  0.00
C  -1.227  -0.821  3.975  0.01
C  -2.039  -1.860  3.523  0.00
C  -3.044  -2.343  4.345  0.00
C  -2.406  -0.768  6.057  0.00
C  1.603  -1.597  3.363  0.02
C  1.661  -2.212  4.605  0.00
H  4.391  -2.878  1.938  0.00
H  4.523  -3.960  4.158  0.00
H  -2.545  -0.353  7.047  0.00
H  -0.149  3.089  5.931  0.03
H  -1.887  -2.289  2.539  0.00
H  -0.747  0.509  5.603  0.00
H  0.301  5.505  2.548  0.00
H  2.882  1.107  -1.685  0.00
H  -2.872  0.101  2.176  0.00
H  3.674  2.415  5.135  0.00
H  0.891  5.325  5.036  0.01
H  -0.347  -0.163  -3.274  0.00
H  -1.267  1.970  3.814  0.01
H  3.321  3.441  -0.080  0.00
H  -3.682  -3.148  4.004  0.00
H  0.890  -2.032  5.344  0.00
H  1.419  -0.483  -2.022  0.00
H  -5.345  0.151  2.304  0.00
H  1.644  2.217  -2.253  0.00
H  -4.011  -2.172  6.252  0.00
H  -0.895  3.480  1.803  0.00
H  2.838  5.145  2.267  0.00
H  3.157  4.656  4.617  0.00
H  -6.712  0.446  0.282  0.00
H  -0.186  1.554  -2.960  0.00
H  -5.667  0.722  -1.942  0.00
H  2.484  0.501  4.522  0.00
H  2.772  -3.551  5.855  0.00
H  -3.011  0.790  -3.135  0.00

3.
C35H29BrCl4O4Sn as an isolated structure, computed with ωB97M-V/def2-TZVPD.

Total energy: -6281.1866 hartree
HOMO: -8.2 eV
Net charge: 0
ΔE to the lowest compared entry with this formula, charge and spin: 27.8 kcal/mol

Each line ends with the Mulliken charge.
Element x y z (Å)
Sn  0.295  0.525  0.547  0.82
Br  3.343  0.262  1.137  -0.09
Cl  1.121  -3.820  -5.713  -0.25
Cl  -1.290  2.915  2.009  -0.25
Cl  -1.182  3.619  7.368  -0.23
Cl  1.761  -0.270  5.061  -0.21
O  -0.440  0.763  -1.681  -0.33
O  -1.475  -0.607  0.840  -0.78
O  1.340  -1.008  -0.575  0.20
O  0.784  0.885  2.568  0.44
C  1.823  -3.534  -3.099  -0.65
C  -0.603  -3.367  1.350  -0.03
C  0.526  -1.096  -2.825  1.61
C  0.252  1.440  3.638  -1.12
C  0.765  -2.789  1.740  -0.50
C  -4.443  -0.219  0.272  -1.57
C  -2.677  -2.166  -2.219  -0.46
C  -1.135  3.159  4.704  -0.92
C  -0.688  2.481  3.585  1.15
C  4.412  3.701  -1.834  -0.88
C  3.703  1.638  -0.113  0.54
C  4.995  1.786  -0.510  -0.66
C  -1.599  -3.133  2.494  -1.60
C  0.524  -1.767  -4.063  -1.15
C  -0.666  2.768  5.941  0.43
C  -1.212  -3.677  -1.082  -0.63
C  -1.177  -2.845  0.031  0.17
C  0.208  1.703  6.064  -0.77
C  0.646  1.050  4.928  0.37
C  -0.214  0.120  -2.711  -0.81
C  0.355  3.291  -0.742  -0.42
C  -2.666  -1.303  -1.129  0.29
C  1.221  -1.627  -1.716  -0.19
C  -3.099  1.249  -1.243  -0.99
C  2.664  2.497  -0.584  -0.09
C  1.283  2.399  -0.293  1.25
C  -1.889  -3.309  -2.235  -1.32
C  0.776  4.386  -1.529  -1.18
C  1.155  -2.965  -4.196  0.09
C  2.086  4.506  -1.877  -0.94
C  1.855  -2.880  -1.895  -0.62
C  3.057  3.573  -1.437  0.97
C  5.354  2.826  -1.395  -0.71
C  -1.763  -1.570  -0.076  1.87
C  -3.680  -0.157  -1.059  -0.10
H  2.385  -3.301  -1.050  0.41
H  -0.710  -4.639  -1.044  0.43
H  1.183  -3.369  2.566  0.59
H  -4.391  -0.324  -1.871  0.66
H  6.388  2.925  -1.701  0.39
H  -3.760  -0.054  1.105  0.15
H  -5.213  0.556  0.300  0.47
H  -3.915  1.972  -1.312  0.64
H  -2.569  -3.578  2.262  0.39
H  -2.499  1.316  -2.144  0.12
H  2.411  5.328  -2.505  0.38
H  -0.697  3.174  -0.531  0.20
H  -4.923  -1.190  0.402  0.41
H  0.669  -1.751  2.073  -0.05
H  5.751  1.108  -0.137  0.43
H  1.461  -2.818  0.907  -0.34
H  -1.860  -3.943  -3.113  0.40
H  -2.473  1.518  -0.389  -0.06
H  -1.224  -3.581  3.417  0.46
H  -0.479  -4.444  1.220  0.68
H  2.315  -4.491  -3.215  0.47
H  -0.638  0.499  -3.654  0.21
H  -0.002  -1.329  -4.905  0.45
H  -1.736  -2.066  2.662  0.19
H  -3.325  -1.951  -3.063  0.46
H  0.044  5.106  -1.875  0.44
H  4.674  4.519  -2.495  0.38
H  0.553  1.385  7.038  0.45
H  -1.827  3.984  4.608  0.47